Entry 1:
An isolated ion of composition C5H13IN and charge +1. Source: the OMol25 dataset; level of theory: ωB97M-V with the def2-TZVPD basis set.

As for the SMILES: C[N+](C)(C)CCI. The total charge is +1. The frontier orbital gap is 9.58 eV. The calculation puts the LUMO energy at -3.408 eV.

Geometry as XYZ:
```
20
Properties=species:S:1:pos:R:3:forces:R:3
C -1.119031 0.636058 -1.380991 -3.3154 0.0264 -1.3730
N -0.033669 0.260476 -0.462889 0.3694 1.1693 0.8634
C 0.175516 1.440774 0.379463 2.3343 2.8928 -0.5199
C 1.225364 -0.068772 -1.170953 0.8383 -2.2488 -0.6064
C -0.392628 -0.922783 0.381330 -3.7905 -2.1252 1.6917
C 0.094306 -1.131036 1.829017 2.9363 0.5182 0.0026
I -0.581744 -2.948136 2.918446 0.3466 1.4250 -1.1512
H -1.904172 -0.151062 -1.381641 0.6723 0.3163 0.0531
H -1.721102 1.592793 -1.170616 1.5206 -1.3138 0.2971
H -0.806610 0.695644 -2.417396 0.5233 0.1219 0.0439
H -0.508267 1.610585 1.165144 -1.7130 0.0881 0.1024
H 1.052767 1.316510 0.945888 1.5195 -0.6477 0.6048
H 0.463624 2.426692 -0.200878 -1.2532 -2.1553 0.6716
H 1.726215 0.798735 -1.606836 0.1184 0.1026 0.8525
H 1.831438 -0.784653 -0.459796 -0.7735 1.8816 -1.6274
H 0.924908 -0.626318 -2.087724 0.2559 -0.1304 0.8644
H -0.152917 -1.887743 -0.132280 -0.4173 1.1223 -0.1606
H -1.532074 -0.838100 0.551575 1.6251 -0.3239 -0.8118
H 1.211294 -1.139420 1.811211 -0.5180 -0.9607 -0.0591
H 0.046785 -0.280243 2.489927 -1.2792 0.2412 0.2618
```
Forces are in eV/Å.

Entry 2:
C15H23MoN4SSe2Te2 as an isolated structure. Source: the OMol25 dataset; level of theory: ωB97M-V with the def2-TZVPD basis set.

The total charge is +1. The frontier orbital gap (spin up / spin down) is 5.21 / 5.20 eV. The calculation puts the LUMO energy (spin up / spin down) at -4.641 / -4.648 eV.

Geometry as XYZ:
```
48
Properties=species:S:1:pos:R:3:forces:R:3
Mo -0.970116 0.832411 -0.101363 -0.8215 0.4917 -1.6277
C 4.100612 2.786192 -3.025618 -0.0504 -0.1122 -0.0032
C 3.556964 1.398403 -3.350448 0.0524 0.1895 0.0624
N 2.096298 1.370474 -3.324441 0.0888 0.0443 -0.0765
C 1.382518 1.156416 -2.222291 -0.4209 -0.0213 0.3862
S -0.351171 1.427980 -2.334970 -0.0629 -0.1822 0.2275
N 1.963533 0.764943 -1.121590 0.7487 0.0472 -0.2945
N 1.138386 0.547323 -0.079985 0.4990 -0.1325 0.4212
C 1.702165 0.238088 1.059598 0.1249 0.1019 -0.5759
C 3.178554 0.177912 1.259201 -0.0842 0.0026 0.0070
C 0.777043 0.003397 2.148433 -0.2016 -0.0695 0.2691
C 1.173196 -0.332154 3.440632 0.0054 0.0351 -0.2158
C 0.218287 -0.442441 4.431198 -0.1108 -0.0008 -0.0392
C -1.116351 -0.222641 4.107134 0.1856 -0.0339 0.0882
C -1.445015 0.074200 2.802948 -0.1417 0.0001 -0.0515
N -0.524674 0.175752 1.833657 0.3023 -0.3147 1.0761
H 5.190350 2.766560 -3.012115 -0.0113 0.0216 -0.0021
H 3.744435 3.118071 -2.050027 0.0235 -0.0030 0.0069
H 3.780455 3.509736 -3.775968 0.0182 0.0201 0.0193
H 3.907958 0.665970 -2.627975 0.0216 -0.0485 -0.0582
H 3.876095 1.092064 -4.345544 -0.0263 -0.0925 0.0193
H 1.602190 1.745696 -4.116460 -0.0351 0.0053 -0.0403
H 3.683214 0.504082 0.358108 0.0343 -0.0052 0.0164
H 3.502417 -0.836401 1.501129 -0.0333 -0.0113 0.0158
H 3.457967 0.829971 2.089235 0.0184 -0.0260 -0.0029
H 2.221454 -0.486466 3.649321 -0.0049 0.0111 0.0325
H 0.505306 -0.687946 5.444326 0.0006 0.0057 0.0002
H -1.888583 -0.274662 4.860476 -0.0418 -0.0139 -0.0447
H -2.472021 0.241922 2.506712 0.0433 0.0646 0.0180
Se -3.230793 1.521005 -0.646725 0.2720 -0.3262 -0.1981
Te -3.567804 3.970605 -1.006564 0.1836 0.1222 0.1829
Te -2.061725 4.882755 1.057512 -0.4136 -0.0348 -0.0539
Se -0.338315 3.126671 0.979498 0.1251 -0.5855 -0.1379
C -3.354359 -2.094264 -1.595932 0.0485 0.1510 0.0350
C -2.428126 -2.141310 -0.355956 -0.2204 -0.2048 0.2830
C -3.265897 -1.987978 0.916325 0.1101 0.0027 -0.1463
C -1.689239 -3.487992 -0.333918 0.1119 0.1364 0.0103
C -1.465485 -1.029157 -0.584011 -0.2351 0.6443 0.3529
H -4.036535 -2.945194 -1.569635 0.0216 -0.0080 0.0588
H -2.782740 -2.138917 -2.523841 -0.0087 -0.0329 -0.0109
H -3.945767 -1.177675 -1.597909 -0.0218 -0.0376 -0.0576
H -4.013437 -2.779791 0.977101 0.0200 -0.0061 -0.0100
H -3.791554 -1.031750 0.914622 -0.0168 0.0146 0.0701
H -2.631703 -2.054057 1.801438 -0.0604 -0.0281 0.0166
H -2.410304 -4.296715 -0.213502 0.0005 -0.0017 -0.0023
H -0.985598 -3.530324 0.499870 0.0065 -0.0481 -0.0134
H -1.140622 -3.650931 -1.262736 0.0130 -0.0248 0.0036
H -0.851479 -1.299838 -1.458955 -0.0564 0.2938 -0.0164
```
Forces are in eV/Å.

Entry 3:
C23H49N3P4RhSe as an isolated structure. Source: the OMol25 dataset; level of theory: ωB97M-V with the def2-TZVPD basis set.

The total charge is +3. The frontier orbital gap (spin up / spin down) is 6.15 / 5.16 eV. As for the expectation value of S²: 6.04. Its multiplicity is 5. The calculation puts the LUMO energy (spin up / spin down) at -8.654 / -12.006 eV.

Geometry as XYZ:
```
81
Properties=species:S:1:pos:R:3:forces:R:3
Rh -0.193748 -0.468138 -0.426593 -0.3029 -1.6731 0.2696
P -2.165973 -0.344386 1.551861 -1.1131 0.7387 0.6138
P 0.720969 -2.450415 0.371786 -0.3572 -1.3975 0.5388
P -1.811016 -1.368486 -2.185937 -1.5780 0.4061 -0.7410
H -1.464870 3.103435 2.823269 -0.1130 0.1147 0.1332
C -2.494715 3.026125 2.484199 -0.9025 0.4156 0.5180
C -3.506373 2.896046 3.365287 0.7224 0.2967 -0.6485
H -3.326044 2.886816 4.438860 0.0548 -0.1191 -0.1757
C -1.711232 -0.051971 3.287953 -0.1083 -0.0611 0.2447
C -2.609592 -2.112010 1.565455 0.4537 -1.0166 -0.5344
C -3.749810 0.391487 1.034332 -0.0719 -0.1359 0.2701
C 2.506828 -2.877654 0.164928 0.0614 0.1463 -0.1182
C 0.529487 -2.841535 2.160015 0.1095 -0.2279 0.3731
C -0.057055 -3.902960 -0.435033 0.0996 -0.3124 -0.1644
C -2.564555 0.094665 -3.010759 -0.0824 0.0042 0.0463
C -3.345891 -2.231705 -1.642178 0.0237 -0.1806 0.0292
C -1.473418 -2.353139 -3.731645 0.3191 -0.0812 0.3547
H -2.653126 3.190764 1.410559 -0.0556 -0.2131 0.4046
H -4.558054 2.826823 3.074581 0.3474 0.1853 -0.0518
H -0.651865 0.231701 3.371207 -0.4023 -0.0151 -0.0452
H -1.867601 -0.986790 3.835389 0.0222 0.2701 0.0497
H -2.331521 0.744312 3.714120 0.2541 -0.2666 -0.0970
H -2.134377 -2.636524 2.403331 -0.0268 0.2921 -0.2874
H -2.332983 -2.608843 0.630214 -0.1627 0.1098 0.3530
H -3.701438 -2.187683 1.692797 0.3889 0.2291 -0.0417
H -3.891488 1.372899 1.491913 0.0109 -0.3164 -0.3035
H -4.554420 -0.284645 1.339158 0.0270 0.2681 -0.0674
H -3.744722 0.470685 -0.059219 -0.0012 0.0550 0.1974
H 2.586668 -3.963509 0.321292 0.1144 0.3363 -0.0043
H 3.146058 -2.377506 0.904158 -0.1623 -0.1611 -0.2303
H 2.876245 -2.635572 -0.842761 -0.0311 -0.2182 0.4046
H -0.086506 -3.744160 2.274038 0.2364 0.2173 0.0580
H 0.062756 -2.032157 2.737123 0.1820 -0.2211 -0.2302
H 1.514112 -3.048310 2.604055 -0.3369 -0.0217 -0.0427
H 0.710371 -4.683092 -0.524670 -0.3847 -0.0379 0.0367
H -0.428015 -3.681860 -1.447360 0.1505 -0.0319 0.4322
H -0.887109 -4.284776 0.176780 0.2582 0.0840 -0.2365
H -3.513092 -0.200070 -3.483683 0.3019 0.1332 0.0571
H -1.880855 0.478068 -3.778179 -0.1839 -0.0152 0.1981
H -2.756909 0.887053 -2.279245 -0.0090 -0.0573 -0.1895
H -3.992588 -2.405872 -2.514578 0.1911 0.1036 0.2649
H -3.900902 -1.636186 -0.908413 0.1067 -0.1502 -0.1786
H -3.107104 -3.207077 -1.201165 -0.1153 0.1474 -0.1143
H -2.432229 -2.644018 -4.184927 0.2392 0.1620 0.2009
H -0.895927 -3.259393 -3.521411 -0.1757 0.0559 -0.1372
H -0.912750 -1.748973 -4.453739 -0.1209 -0.0892 0.1443
C 1.199064 0.199521 -3.309156 0.0598 -0.2364 -0.2442
C 0.564065 1.219136 -2.588007 -0.3751 0.0474 0.3128
C 0.446905 2.509242 -3.079671 -0.1491 -0.1856 0.4159
C 0.927870 2.803375 -4.352386 0.1454 -0.0675 -0.2321
C 1.558913 1.802931 -5.106245 -0.0715 0.0905 0.1526
C 1.710777 0.517765 -4.583556 0.0480 -0.2800 -0.0611
Se 1.323231 -1.601872 -2.613789 0.1655 1.9641 -0.4916
H -1.320775 0.740417 0.946692 0.4805 -1.3337 -0.8706
H 0.075271 0.988448 -1.596228 0.4647 0.7923 -1.1390
H -0.050833 3.256548 -2.450466 0.1534 -0.1607 -0.4708
H 0.791262 3.806226 -4.757195 0.1324 -0.2800 0.0228
H 1.923849 2.045125 -6.104908 -0.0505 -0.1830 0.2876
H 2.207028 -0.272911 -5.149030 -0.1003 0.3359 -0.0002
C 4.342402 1.000555 1.725991 0.6247 0.0542 0.6551
N 3.978191 1.625507 0.433554 -2.2338 -0.4084 1.2153
C 3.441490 2.976841 0.688406 0.6439 1.5377 -0.2571
N 2.273383 2.961521 1.599492 0.6512 -1.2538 -0.2896
C 2.661748 2.319200 2.876376 0.4849 0.0215 -0.0784
N 3.210728 0.963077 2.676513 0.0450 0.3285 -0.3551
C 2.187416 0.006201 2.282668 0.2879 0.3115 -0.5925
P 1.495404 0.536482 0.624143 -0.7421 0.3728 0.4470
C 3.066526 0.806789 -0.350890 0.8404 0.4388 -0.1391
C 1.111385 2.322949 0.996103 0.8440 0.4075 0.0749
H 5.135628 1.617320 2.174223 -0.1632 -0.3200 -0.1745
H 4.698187 -0.020478 1.543926 0.0156 0.2858 0.0732
H 3.147621 3.429792 -0.264723 0.1387 -0.0263 0.2288
H 4.238967 3.561126 1.172438 -0.3175 -0.1230 -0.2814
H 1.783372 2.259342 3.533235 0.3110 0.0927 -0.1348
H 3.450330 2.932279 3.338427 -0.3591 -0.1304 -0.0669
H 2.632395 -0.996621 2.214693 -0.2206 0.3408 0.1063
H 1.382116 -0.026276 3.032811 0.2954 0.0226 -0.2620
H 2.819800 1.312315 -1.295311 -0.0585 -0.0701 0.2831
H 3.521921 -0.162438 -0.600319 -0.0950 0.1456 0.2541
H 0.845483 2.838291 0.062576 0.0213 -0.1572 0.1812
H 0.255275 2.380818 1.682418 0.2051 -0.1251 -0.1227
```
Forces are in eV/Å.

Entry 4:
C41H34N3O4P2SbSe6W as an isolated structure. Source: the OMol25 dataset; level of theory: ωB97M-V with the def2-TZVPD basis set.

The frontier orbital gap is 6.39 eV. The calculation puts the LUMO energy at -1.119 eV.

Geometry as XYZ:
```
92
Properties=species:S:1:pos:R:3:forces:R:3
W 0.091541 -0.939236 0.106813 0.1889 -0.1520 0.1638
O -1.167908 1.083730 0.064914 0.0378 -0.1048 0.0800
C -2.566928 0.896819 -0.004224 -0.0106 -0.0055 -0.0558
C -2.746108 -0.647428 -0.005016 -0.0613 0.1775 -0.0868
O -3.764582 -1.176115 0.328985 0.0235 -0.0696 -0.0275
O -1.698826 -1.300714 -0.523638 -0.2455 -0.1006 0.1106
C -3.118011 1.419258 -1.337742 -0.0027 -0.0136 0.0021
C -4.302122 0.916228 -1.870491 0.0165 -0.0254 -0.0200
C -4.808455 1.414139 -3.061469 -0.0009 0.0088 -0.0050
C -4.138197 2.417666 -3.743527 -0.0078 0.0013 0.0038
C -2.949737 2.910888 -3.229508 0.0037 -0.0012 -0.0008
C -2.441907 2.412350 -2.039035 -0.0245 0.0221 0.0282
C -3.236332 1.524252 1.215555 0.0033 0.0251 -0.0007
C -4.620306 1.619334 1.312954 -0.0017 0.0325 -0.0036
C -5.207808 2.182271 2.434722 0.0011 0.0004 -0.0039
C -4.420985 2.660613 3.472735 -0.0026 -0.0032 0.0008
C -3.041921 2.560939 3.383777 0.0096 0.0037 0.0052
C -2.450906 1.990809 2.264460 -0.0095 -0.0447 0.0080
H -0.834147 1.957467 -0.179014 -0.0108 -0.0081 -0.0621
H -4.819025 0.109491 -1.368515 -0.0155 0.0153 0.0129
H -5.726855 1.004299 -3.461253 -0.0002 -0.0009 0.0003
H -4.531718 2.802806 -4.675047 0.0010 -0.0005 0.0001
H -2.404211 3.681209 -3.759016 0.0002 -0.0001 -0.0008
H -1.498945 2.814136 -1.688630 -0.0023 0.0168 0.0110
H -5.249978 1.250500 0.517277 -0.0006 -0.0026 -0.0233
H -6.286557 2.245802 2.496218 -0.0003 0.0018 0.0013
H -4.881710 3.103128 4.346509 0.0000 0.0002 0.0004
H -2.416938 2.920470 4.191590 -0.0009 0.0008 0.0014
H -1.376955 1.876445 2.217942 0.0012 0.0071 0.0004
Se 4.972320 -0.958161 -1.433478 0.0828 -0.0553 -0.0528
P 5.276637 0.453510 0.229758 -0.0332 0.0478 -0.0428
C 5.915676 1.984640 -0.435769 -0.0020 -0.0102 -0.0378
C 5.619231 3.170907 0.226474 -0.0029 0.0060 0.0133
C 6.123706 4.366600 -0.261459 -0.0074 -0.0030 0.0120
C 6.919445 4.372818 -1.397362 0.0050 -0.0062 -0.0116
C 7.222393 3.184527 -2.050316 0.0000 0.0145 -0.0011
C 6.721686 1.986244 -1.572061 -0.0325 0.0017 0.0117
C 6.478810 -0.162159 1.429385 0.0457 0.0344 0.0094
C 6.220731 -1.255882 2.260226 -0.0219 0.0209 -0.0168
C 7.226976 -1.760935 3.064939 -0.0016 -0.0104 0.0187
C 8.490169 -1.184614 3.057262 -0.0073 0.0068 -0.0070
C 8.745721 -0.090692 2.246413 -0.0021 -0.0033 0.0033
C 7.746698 0.419679 1.430645 0.0067 -0.0145 0.0026
C 3.664868 0.657699 0.940240 -0.0290 0.0159 -0.0164
C 2.470576 1.279787 0.584749 -0.0091 0.0520 0.1554
N 1.502278 0.516357 1.172160 0.4951 -0.2717 -0.1756
N 2.084180 -0.494304 1.828844 -0.2473 -0.2128 0.2703
N 3.364845 -0.452446 1.682497 0.0772 0.2674 -0.1032
P 1.714935 2.831228 -0.039696 -0.0058 -0.0075 -0.0624
Se 1.010235 -0.123822 -1.832050 0.1271 0.0372 -0.2925
C 2.310881 3.945375 1.302231 0.0077 0.0001 0.0211
C 1.933249 3.592945 2.600758 -0.0130 0.0038 -0.0083
C 2.297822 4.378214 3.681455 0.0042 0.0110 0.0017
C 3.029135 5.542503 3.482514 -0.0031 -0.0040 0.0084
C 3.391521 5.910177 2.196734 0.0031 0.0011 -0.0074
C 3.036880 5.116188 1.112250 0.0073 -0.0123 0.0145
C 2.586167 3.382385 -1.537070 0.0032 -0.0135 0.0013
C 3.369768 2.542324 -2.318266 -0.0010 -0.0061 0.0047
C 3.898438 2.986134 -3.521340 0.0071 -0.0027 -0.0003
C 3.642261 4.275009 -3.963522 0.0046 -0.0004 -0.0071
C 2.830921 5.111826 -3.209082 -0.0001 -0.0028 0.0070
C 2.293354 4.662497 -2.013126 0.0025 0.0062 0.0004
H 4.986444 3.167636 1.106602 0.0065 0.0003 0.0013
H 5.887440 5.292091 0.246677 0.0016 -0.0024 -0.0020
H 7.304714 5.309242 -1.779358 -0.0010 0.0003 -0.0005
H 7.841222 3.193718 -2.937606 0.0010 0.0000 0.0002
H 6.943318 1.057410 -2.083239 0.0058 0.0025 -0.0067
H 5.229218 -1.680523 2.303338 0.0110 -0.0162 -0.0103
H 7.017549 -2.609372 3.702580 0.0081 -0.0003 0.0010
H 9.272772 -1.586768 3.686972 -0.0021 -0.0017 0.0031
H 9.724609 0.369800 2.242442 0.0009 -0.0007 -0.0009
H 7.962717 1.271027 0.800305 0.0007 0.0025 -0.0092
H 1.355958 2.689433 2.766496 -0.0020 0.0070 0.0036
H 2.005073 4.083652 4.680929 -0.0004 -0.0013 -0.0002
H 3.308633 6.160744 4.325549 -0.0003 -0.0004 -0.0006
H 3.954788 6.820692 2.032084 0.0002 -0.0018 -0.0027
H 3.344354 5.408808 0.117812 0.0031 0.0088 -0.0093
H 3.536252 1.519710 -2.008167 0.0283 -0.0413 0.0113
H 4.501958 2.313936 -4.118873 -0.0021 0.0031 0.0036
H 4.053072 4.620434 -4.903506 0.0004 -0.0022 0.0008
H 2.601327 6.109524 -3.560619 -0.0020 -0.0004 0.0028
H 1.628988 5.310579 -1.451935 0.0015 0.0077 0.0007
C -1.089356 -1.645200 2.786521 -0.0495 -0.0808 0.0129
O -0.684582 -0.675623 1.840519 -0.1210 -0.0416 0.2171
H -0.216108 -1.990442 3.347178 -0.0025 -0.0021 -0.0140
H -1.564460 -2.506841 2.310143 -0.0061 0.0136 -0.0086
H -1.804681 -1.184515 3.471269 0.0169 0.0147 -0.0010
Se 3.798283 -4.257172 -2.302229 0.1886 -0.3454 -0.4514
Sb 4.064258 -3.142266 -0.138631 -0.1665 0.6079 0.6902
Se 0.919673 -3.092325 0.256634 -0.1872 0.2540 -0.0813
Se 5.947153 -4.649025 -1.143733 0.0452 0.2680 -0.5499
Se 5.517935 -6.246031 0.354469 -0.1265 -0.3228 0.3472
```
Forces are in eV/Å.

Number 1: E -14978.028 eV. Number 2: E -179853.624 eV. Number 3: E -134596.413 eV. Number 4: E -474749.816 eV.